No. 1
# C16H15LiN3O3

A structure of composition C16H15LiN3O3 in a non-equilibrium geometry (wB97M-V/def2-TZVPD, the OMol25 dataset).

Structure (XYZ):
```
38
Properties=species:S:1:pos:R:3
Li 0.2277 1.0163 1.0451
C -1.0005 2.7238 2.1895
O -1.1542 3.7308 2.8929
O -0.8632 2.7287 0.9830
O -0.4225 1.8132 2.7262
N 0.0568 -0.5329 -0.3411
C -0.8551 -0.2512 -1.2817
C -1.0746 -0.8431 -2.5025
C -0.2173 -1.8899 -2.8299
C 0.7163 -2.3187 -1.8178
C 0.7508 -1.6408 -0.6149
H -1.5801 0.4120 -0.8333
H -1.9935 -0.6405 -3.0326
H -0.3410 -2.2862 -3.8269
H 1.3677 -3.1435 -2.0663
H 1.5777 -1.7917 0.0633
N -4.3532 -0.2676 1.5835
C -3.1813 -0.1718 2.1993
C -2.1057 -1.0911 1.9347
C -2.3920 -2.1724 1.0667
C -3.5667 -2.1966 0.3109
C -4.4780 -1.1809 0.6146
H -2.9798 0.6716 2.8432
H -1.1357 -1.0926 2.4095
H -1.7503 -3.0157 0.8582
H -3.9493 -2.9974 -0.3045
H -5.4664 -1.0927 0.1883
N 2.1411 1.5925 0.2607
C 3.2381 1.5179 1.0684
C 4.5451 1.5002 0.5227
C 4.7485 1.5360 -0.9275
C 3.6433 1.6982 -1.6716
C 2.3652 1.5822 -1.1111
H 3.0049 1.6816 2.1102
H 5.3979 1.3575 1.1698
H 5.7077 1.6658 -1.4064
H 3.8771 1.7605 -2.7241
H 1.4944 1.6285 -1.7483
```

Computed properties:
E: -27652.56572 eV
frontier orbital gap: 3.787 eV
energy relative to the best compared isomer or geometry (same formula, charge and spin): 69.9 kcal/mol
net charge: -1
E_LUMO: 0.08367 Eh
largest force on an atom: 11.0 eV Å⁻¹

Atom charges from the Mulliken analysis, given in e for atoms 1 to 8: 0.91 0.74 -0.87 -0.83 -0.82 0.26 -0.30 -0.75

***

No. 2
# C16H15N3O2S

The molecule C16H15N3O2S in a non-equilibrium geometry (wB97M-V/def2-TZVPD, the OMol25 dataset).

Structure (XYZ):
```
37
Properties=species:S:1:pos:R:3
C 0.0878 -3.4989 1.0546
O 0.7552 -2.2833 1.2897
C 1.3913 -1.6781 0.2443
C 1.4175 -2.1577 -1.0601
C 2.0957 -1.4484 -2.0395
C 2.7164 -0.2515 -1.7463
C 2.6627 0.2500 -0.4482
C 3.2786 1.5817 -0.1755
O 4.3800 1.9089 -0.5738
N 2.5252 2.4630 0.5362
N 1.3076 2.2502 1.1482
C 0.2907 1.8846 0.4730
S 0.1238 1.7705 -1.3061
C -1.5052 1.1578 -1.1178
C -2.3764 0.7689 -2.1154
C -3.6275 0.2985 -1.7496
C -3.9902 0.2235 -0.4127
C -3.1174 0.6129 0.5896
C -1.8615 1.0841 0.2336
N -0.8627 1.5024 1.0825
C -0.9729 1.4327 2.5176
C 2.0340 -0.4789 0.5480
H 0.7747 -4.2741 0.7007
H -0.7270 -3.3767 0.3327
H -0.3261 -3.7989 2.0162
H 0.9233 -3.0794 -1.3242
H 2.1257 -1.8384 -3.0460
H 3.2309 0.3141 -2.5067
H 2.9882 3.3146 0.8310
H -2.0810 0.8325 -3.1503
H -4.3233 -0.0112 -2.5136
H -4.9687 -0.1450 -0.1451
H -3.4078 0.5509 1.6260
H -0.0444 1.8054 2.9418
H -1.8052 2.0495 2.8612
H -1.1311 0.3991 2.8330
H 2.0192 -0.1356 1.5709
```

Computed properties:
SMILES string: COc1cccc(C(=O)N/N=c2\sc3ccccc3n2C)c1
E: -36235.46305 eV
frontier orbital gap: 8.357 eV
energy relative to the best compared isomer or geometry (same formula, charge and spin): 43.7 kcal/mol
E_LUMO: 0.02146 Eh
largest force on an atom: 1.2 eV Å⁻¹

Atom charges from the Mulliken analysis, given in e for atoms 1 to 8: -0.92 -0.41 0.60 -0.51 -0.70 -0.75 0.14 0.19

***

No. 3
# C16H15N5O4S2

The molecule C16H15N5O4S2 in a non-equilibrium geometry (wB97M-V/def2-TZVPD, the OMol25 dataset).

Structure (XYZ):
```
42
Properties=species:S:1:pos:R:3
C 3.7677 2.3052 0.6865
C 2.8878 2.4479 -0.5454
O 1.7365 1.6030 -0.4470
C 0.6041 2.1345 0.0205
O 0.4589 3.2917 0.3074
C -0.4349 1.0419 0.1348
C -1.8619 1.4589 -0.0139
C -2.3585 2.7015 -0.2360
S -4.0748 2.6540 -0.3946
C -3.9883 0.9118 -0.1443
N -5.1469 0.1859 -0.1703
C -5.3889 -1.1434 0.0919
O -6.5160 -1.5665 0.0116
C -4.2151 -1.9965 0.4994
S -3.1277 -2.3338 -0.9336
C -1.6244 -2.2684 -0.1025
N -1.4268 -2.2297 1.1841
N -0.1040 -2.1290 1.3642
C 0.4579 -2.1162 0.1943
C 1.8579 -1.9093 -0.0909
C 2.7718 -1.8067 0.9584
C 4.0920 -1.5379 0.6429
N 4.5281 -1.3683 -0.5951
C 3.6594 -1.4738 -1.5852
C 2.3142 -1.7451 -1.3976
O -0.4736 -2.2149 -0.7987
N -2.7977 0.4656 0.0393
H 3.2233 2.6190 1.5740
H 4.6497 2.9287 0.5751
H 4.0776 1.2698 0.8065
H 3.4157 2.1157 -1.4419
H 2.5542 3.4833 -0.6666
H -0.2043 0.2909 -0.6236
H -0.3073 0.5695 1.1158
H -1.8255 3.6260 -0.3055
H -5.9840 0.7084 -0.4060
H -4.5881 -2.9488 0.8743
H -3.5877 -1.4982 1.2364
H 2.4376 -1.9290 1.9753
H 4.8429 -1.4492 1.4172
H 4.0638 -1.3296 -2.5784
H 1.6355 -1.8187 -2.2327
```

Computed properties:
SMILES string: CCOC(=O)Cc1csc(NC(=O)CSc2nnc(-c3ccncc3)o2)n1
E: -54146.51921 eV
frontier orbital gap: 8.585 eV
E_LUMO: -0.00758 Eh
largest force on an atom: 1.8 eV Å⁻¹

Atom charges from the Mulliken analysis, given in e for atoms 1 to 8: -0.87 -0.44 -0.21 0.01 -0.62 1.10 -1.02 -0.22

***

No. 4
# C16H15N5O5S2W

A structure of composition C16H15N5O5S2W (wB97M-V/def2-TZVPD, the OMol25 dataset).

Structure (XYZ):
```
44
Properties=species:S:1:pos:R:3
W 0.0779 0.0213 -0.0428
N -0.8233 3.0305 2.6730
C 0.5478 3.1969 2.8738
C 1.2681 4.1359 3.6015
C 2.6392 3.9974 3.5834
C 3.2683 2.9591 2.8743
C 2.5472 2.0280 2.1589
C 1.1632 2.1684 2.1637
N 0.1578 1.3942 1.5716
C -1.0043 1.9565 1.9086
C -2.2324 1.4080 1.3607
C -3.5387 1.6978 1.5693
S -4.5186 0.6777 0.6155
C -3.1474 -0.0734 -0.0238
N -2.0176 0.3898 0.4500
H -1.5487 3.6341 3.0283
H 0.7830 4.9306 4.1517
H 3.2477 4.7038 4.1304
H 4.3473 2.8934 2.8923
H 3.0346 1.2319 1.6130
H -3.9725 2.4418 2.2184
H -3.2067 -0.8538 -0.7657
O -0.2006 -1.3997 1.3105
N 0.5429 -2.5179 1.4671
C 0.2391 -3.3356 2.4989
C 0.9957 -4.4544 2.6992
C 2.0659 -4.7187 1.8356
C 2.3448 -3.8621 0.7948
C 1.5548 -2.7287 0.6110
S 1.7207 -1.5771 -0.6595
H -0.5980 -3.0275 3.1065
H 0.7612 -5.1144 3.5209
H 2.6780 -5.5973 1.9876
H 3.1653 -4.0409 0.1145
C -1.0775 -2.2278 -2.2543
O -0.8702 -0.8200 -1.9501
H -0.1731 -2.6653 -2.6690
H -1.9006 -2.3111 -2.9603
H -1.3328 -2.7260 -1.3222
H -0.5574 -0.3776 -2.7560
O -0.2836 1.5806 -1.3054
N 0.9663 1.2575 -1.6569
O 1.2689 1.0373 -2.7890
O 1.7428 1.2984 -0.6214
```

Computed properties:
E: -58002.12337 eV
frontier orbital gap: 7.271 eV
net charge: +2
E_LUMO: -0.26259 Eh
largest force on an atom: 1.0 eV Å⁻¹

Atom charges from the Mulliken analysis, given in e for atoms 1 to 8: 1.64 -0.01 0.50 -1.08 -0.49 -0.82 -0.60 0.78

***

No. 5
# C16H15N7O5S2Sn

A structure of composition C16H15N7O5S2Sn (wB97M-V/def2-TZVPD, the OMol25 dataset).

Structure (XYZ):
```
46
Properties=species:S:1:pos:R:3
Sn -0.2785 0.2498 0.3363
N -0.3082 1.0949 4.7081
C -0.0554 0.5194 3.4993
S -1.4592 0.2219 2.4944
N 1.1798 0.2964 3.1835
N 1.3270 -0.2405 1.9231
C 2.4895 -0.7079 1.6473
C 2.8515 -1.2853 0.3715
C 4.2059 -1.5526 0.1300
C 4.6270 -2.0735 -1.0726
C 3.6827 -2.3443 -2.0645
C 2.3425 -2.1003 -1.8506
C 1.9052 -1.5737 -0.6318
O 0.5924 -1.4101 -0.4448
H -1.2498 1.0577 5.0582
H 0.4376 1.0493 5.3848
H 3.2503 -0.6532 2.4240
H 4.9231 -1.3348 0.9129
H 5.6750 -2.2737 -1.2463
H 4.0023 -2.7585 -3.0120
H 1.5987 -2.3124 -2.6070
O -5.8472 -3.5387 -1.9699
C -5.6150 -2.3651 -2.2940
O -6.2172 -1.5678 -3.0251
C -4.3196 -1.7831 -1.6599
C -3.4973 -2.5817 -0.8730
C -2.3541 -2.0540 -0.3130
N -2.0304 -0.7675 -0.4925
C -2.8136 0.0187 -1.2532
C -3.9542 -0.4554 -1.8585
C -2.3399 1.4521 -1.3615
O -2.8122 2.2549 -2.1161
O -1.3564 1.7573 -0.5129
H -3.7847 -3.6132 -0.7201
H -1.6711 -2.6401 0.2866
H -4.5659 0.1855 -2.4787
N 0.1401 2.7062 1.4940
N 0.8971 3.5620 0.6961
C 1.5142 3.1088 -0.3990
N 2.1403 4.0165 -1.1560
S 1.6427 1.4815 -0.8514
H -0.8513 2.8502 1.3130
H 0.3650 2.8444 2.4724
H 0.7938 4.5595 0.8234
H 2.1692 4.9928 -0.9157
H 2.6281 3.7078 -1.9785
```

Computed properties:
E: -65006.54435 eV
frontier orbital gap: 6.657 eV
energy relative to the best compared isomer or geometry (same formula, charge and spin): 1.7 kcal/mol
E_LUMO: -0.02955 Eh
largest force on an atom: 0.8 eV Å⁻¹

Atom charges from the Mulliken analysis, given in e for atoms 1 to 8: 1.25 -0.45 0.59 -0.45 -1.24 0.90 -0.76 1.23